Here is a molecular structure, C30H25ClO2PTi at a distorted geometry from the Open Molecules 2025 dataset. Energies are from ωB97M-V/def2-TZVPD.

Geometry as XYZ:
```
60
Properties=species:S:1:pos:R:3:forces:R:3
C -0.77360 -1.77404 2.75917 0.77 -1.54 -0.43
C -0.68229 -2.11634 1.36098 0.87 -1.01 1.26
C 0.70722 -2.41205 1.07602 -0.76 -0.62 1.31
H -1.51305 -2.24431 0.66667 0.33 0.40 0.21
C 1.45803 -2.26920 2.29428 -1.10 -0.44 -0.10
C 0.55986 -1.80205 3.32552 -0.60 -1.44 -0.23
H 0.80283 -1.68687 4.38449 -0.09 0.14 -0.51
H -1.68906 -1.63516 3.32441 0.22 0.44 -0.24
H 1.07061 -2.80802 0.13196 0.06 0.41 0.16
H 2.49773 -2.56634 2.45672 -0.38 0.62 -0.26
Ti 0.50754 -0.25658 1.80026 -0.30 2.02 -1.59
Cl 2.48543 0.69971 1.57902 1.05 0.49 -0.12
P 0.19197 -0.08258 -1.68343 0.27 0.04 1.54
C 1.40295 -1.17191 -2.47840 0.50 -0.31 -0.32
C 1.14755 -1.96231 -3.61048 0.19 0.07 0.17
H 0.15447 -1.96158 -4.07144 0.39 0.06 0.15
C 2.15788 -2.76957 -4.13776 0.29 -0.11 0.09
H 1.95651 -3.39062 -5.00970 0.01 0.18 0.15
C 3.42998 -2.80675 -3.55149 -0.51 0.21 0.06
H 4.21801 -3.43207 -3.97517 -0.27 0.17 0.14
C 3.67080 -2.04207 -2.40644 0.26 -0.12 -0.09
H 4.64971 -2.09076 -1.92677 -0.26 0.06 -0.11
C 2.67901 -1.23500 -1.86581 -0.62 -0.02 -0.30
H 2.86421 -0.65618 -0.95712 -0.02 -0.14 -0.28
C -1.44419 -0.56310 -2.27809 -0.65 -0.03 -0.33
C -1.84883 -1.91223 -2.16614 -0.01 0.53 -0.15
H -1.15598 -2.66380 -1.77940 -0.14 0.20 -0.22
C -3.13618 -2.28428 -2.53792 -0.23 0.04 0.01
H -3.43470 -3.32958 -2.46159 0.07 0.22 -0.02
C -4.06157 -1.33085 -2.97969 0.37 0.26 0.09
H -5.07770 -1.62598 -3.25111 0.37 0.08 0.08
C -3.67831 0.01515 -3.03754 -0.12 -0.31 0.14
H -4.40642 0.76796 -3.33779 0.20 -0.15 0.04
C -2.38611 0.40285 -2.68246 0.17 -0.42 0.00
H -2.10735 1.45843 -2.70023 -0.06 -0.32 -0.09
C 0.54803 1.59419 -2.27598 0.09 0.54 -0.42
C 1.13209 1.84949 -3.53139 -0.26 0.24 0.34
H 1.42553 1.01673 -4.17690 -0.16 0.29 0.18
C 1.33898 3.16804 -3.94099 0.13 0.08 -0.04
H 1.77865 3.36639 -4.91937 -0.10 -0.09 0.24
C 1.00319 4.24418 -3.11288 -0.11 -0.45 0.18
H 1.16712 5.27219 -3.44355 -0.04 -0.36 0.10
C 0.46475 3.98688 -1.84817 0.02 -0.02 -0.12
H 0.21599 4.81611 -1.18906 0.05 -0.17 -0.10
C 0.24348 2.67636 -1.42110 0.15 -0.26 -0.47
H -0.15845 2.48089 -0.42471 0.05 0.04 -0.27
O -2.81436 1.99648 2.63375 1.17 -0.62 0.15
C -1.70854 1.53215 2.86320 -0.96 0.44 -1.27
O -0.98934 0.86263 1.93313 -0.46 1.09 1.07
C -1.07552 1.64472 4.20794 0.01 -0.19 0.53
C 0.30847 1.74337 4.37293 -0.07 -0.36 0.98
C 0.86137 1.56588 5.65817 -0.66 0.10 -0.25
C 0.02259 1.32520 6.76187 -0.14 0.28 -0.95
C -1.37019 1.35770 6.59924 0.21 0.12 -0.53
C -1.92224 1.53487 5.32433 0.37 -0.12 0.14
H 0.95541 1.95111 3.52687 -0.04 -0.12 0.07
H 1.94103 1.61545 5.77673 -0.19 -0.03 0.06
H 0.45153 1.13711 7.73172 0.07 0.04 0.17
H -2.03078 1.23938 7.45204 0.12 -0.03 -0.05
H -3.00576 1.56059 5.16869 0.46 -0.10 0.04
```
Forces are in eV/Å.

HOMO-LUMO gap (alpha / beta) ... 7.700 / 8.395 eV
Expectation value of S² ... 0.753
Energy relative to the best compared isomer or geometry (same formula, charge and spin) ... 0.0 kJ/mol
HOMO (alpha / beta) ... -7.510 / -8.023 eV
2S+1 ... 2

Results of the Mulliken charge analysis, in e, for atoms 1 through 5: -0.841 -0.220 -0.065 0.468 -0.767


Here is 16 unconnected molecules or ions with the total composition C30H92O16 at a distorted geometry from the Open Molecules 2025 dataset. Energies are from ωB97M-V/def2-TZVPD.

Geometry as XYZ:
```
138
Properties=species:S:1:pos:R:3:forces:R:3
O -5.06623 2.93848 5.73261 -0.17 -0.10 -0.19
H -5.23660 2.97568 6.67380 -0.10 0.01 0.23
H -4.11432 3.00599 5.65818 0.31 0.06 -0.09
O -3.01126 -5.39174 -3.22740 0.14 -0.23 0.11
H -2.50297 -4.78899 -3.77014 0.19 0.19 -0.20
H -3.90323 -5.04553 -3.25501 -0.33 0.08 0.07
O -6.04904 1.02120 2.13372 -0.21 -0.13 -0.22
H -6.01013 1.21575 3.07013 -0.05 0.13 0.30
H -5.13672 0.88280 1.87925 0.29 0.01 -0.12
O -3.01891 3.88732 -4.26857 -0.11 0.14 0.24
H -2.33217 4.34853 -4.75013 0.16 0.16 -0.10
H -2.98804 2.99180 -4.60520 -0.07 -0.33 -0.08
O -4.20359 4.67505 -0.59856 -0.19 0.19 0.08
H -3.77831 4.17624 0.09899 0.09 -0.16 0.19
H -3.68417 4.48569 -1.37996 0.12 -0.07 -0.35
O -7.58313 -0.23191 -1.38484 -0.04 -0.31 -0.12
H -7.74493 0.62646 -1.77632 -0.03 0.20 -0.12
H -7.30907 -0.03895 -0.48824 0.09 0.10 0.34
C 2.47416 -3.82681 3.24486 -0.42 0.32 0.38
C 1.44506 -4.91913 3.51814 -0.98 -0.59 -1.50
C 0.57434 -5.23800 2.28523 0.34 0.68 0.38
O 2.07853 -6.14572 3.74833 0.77 -0.88 0.76
H 2.06335 -3.00456 2.65899 -0.19 0.08 0.10
H 3.32647 -4.20733 2.68195 -0.09 -0.26 0.10
H 2.81433 -3.42338 4.19860 0.27 0.12 -0.05
H 0.75941 -4.72617 4.34322 0.15 0.54 0.25
H -0.17114 -4.45252 2.16126 0.09 0.07 -0.37
H 0.04932 -6.18820 2.38305 0.15 0.05 0.18
H 1.26678 -5.29572 1.44541 -0.31 0.02 -0.31
H 2.45715 -6.13102 4.63038 0.20 -0.12 0.07
C -6.79822 -4.86540 0.65610 0.26 -0.74 1.64
C -7.25146 -5.56728 -0.60381 -0.19 2.05 0.08
C -8.72984 -5.89868 -0.61510 -0.44 -0.76 -0.37
O -6.97161 -4.63587 -1.66390 0.27 -0.65 -0.77
H -7.25035 -3.89426 0.85753 -0.12 0.18 -0.59
H -5.71608 -4.77594 0.75131 0.06 0.19 -0.49
H -7.06101 -5.42077 1.55643 -0.20 -0.39 0.05
H -6.63482 -6.44465 -0.79896 -0.13 -0.04 0.00
H -9.02888 -6.53924 0.21457 0.14 -0.12 0.06
H -8.95285 -6.42343 -1.54408 0.03 -0.23 -0.01
H -9.43265 -5.06567 -0.63140 0.48 0.49 0.24
H -7.19675 -3.74880 -1.37403 -0.11 0.06 0.10
C -1.76542 -0.60701 -0.36758 0.00 1.83 -0.17
C -0.88108 0.34871 0.49749 0.27 -1.49 -0.33
C 0.35377 0.91472 -0.18449 0.43 -0.69 -1.00
O -1.68839 1.38434 0.98638 -0.56 0.36 0.41
H -1.24436 -1.47213 -0.77766 -0.08 0.07 0.22
H -2.16494 0.00935 -1.17293 0.34 -0.03 -0.58
H -2.70857 -0.83820 0.12750 0.41 -0.53 0.57
H -0.53019 -0.26592 1.32647 0.08 -0.05 0.36
H 0.98422 0.10541 -0.55281 -0.05 -0.37 -0.05
H 1.05168 1.48027 0.43291 -0.51 0.28 0.36
H 0.11196 1.48137 -1.08368 -0.21 0.28 0.15
H -1.30894 1.61678 1.83702 -0.17 0.39 0.09
C -2.68698 -0.54485 9.37698 0.64 -0.39 -1.09
C -1.38866 -0.64067 8.53355 0.33 1.77 -0.50
C -1.55719 -1.31358 7.16811 -0.53 -0.22 0.53
O -0.95703 0.72673 8.19554 -0.33 -0.52 0.04
H -2.90542 -1.48273 9.88764 0.00 0.05 0.04
H -3.48816 -0.32835 8.67035 -0.22 0.08 0.20
H -2.61251 0.27016 10.09692 0.02 -0.12 0.10
H -0.56272 -1.04197 9.12082 -0.10 -0.51 -0.02
H -2.30431 -0.78422 6.57675 -0.32 0.05 0.29
H -1.91334 -2.32500 7.36379 0.02 -0.16 -0.34
H -0.69962 -1.33534 6.49565 0.42 -0.05 0.62
H -1.04371 1.26065 8.98864 0.07 0.07 0.09
C 1.31547 -4.77513 -5.33275 0.47 0.33 -0.42
C 0.78616 -3.34532 -5.28452 0.22 -0.91 0.24
C 1.56303 -2.32866 -6.05319 1.37 0.21 -0.35
O -0.54126 -3.31278 -5.79502 -0.65 0.12 0.84
H 2.25120 -4.88714 -4.78507 0.09 0.16 0.01
H 1.53502 -4.98006 -6.38056 -0.07 -0.53 -0.11
H 0.61831 -5.49731 -4.90785 -0.15 0.14 -0.20
H 0.82984 -3.08321 -4.22740 -0.83 0.37 0.05
H 1.50121 -2.49414 -7.12878 -0.67 0.21 -0.15
H 2.64487 -2.39940 -5.94034 0.16 -0.04 0.68
H 1.25990 -1.32852 -5.74347 -0.08 0.01 -0.43
H -0.53525 -3.73616 -6.65660 0.08 -0.08 -0.11
C 0.02941 5.83792 3.57570 0.88 0.48 1.27
C -0.20544 5.32529 5.01853 0.07 1.45 -0.76
C -1.25960 6.07584 5.78323 0.24 1.48 0.02
O -0.72551 4.09187 4.80912 -0.83 -3.85 -0.17
H 0.80294 6.60471 3.61787 -0.16 0.34 -0.26
H -0.89048 6.24041 3.15155 0.09 -0.14 -0.10
H 0.44500 5.01437 2.99505 -0.28 0.06 -0.09
H 0.70509 5.21267 5.60705 0.43 0.49 -0.17
H -1.32315 5.77161 6.82798 -0.15 -0.26 -0.08
H -2.20255 5.94718 5.25182 -0.09 -0.09 0.23
H -1.04033 7.14352 5.79122 -0.02 0.21 0.08
H -0.52135 3.53695 5.56541 -0.22 -0.25 0.03
C 7.12516 2.59221 -4.79210 -0.84 -0.44 -1.27
C 5.79423 3.30220 -5.21919 1.32 -0.43 1.65
C 4.66347 3.07615 -4.23721 0.52 -0.65 -0.36
O 6.02626 4.68323 -5.26033 0.01 0.90 -0.86
H 7.93753 3.03558 -5.36792 0.00 0.02 0.00
H 6.97820 1.58438 -5.18039 0.47 -0.38 0.32
H 7.43429 2.53532 -3.74841 -0.51 0.29 0.14
H 5.56597 2.89288 -6.20329 -0.15 0.59 -0.18
H 5.02685 3.40683 -3.26422 -0.26 0.07 0.18
H 4.49294 2.00092 -4.18350 -0.52 0.02 0.17
H 3.79333 3.65216 -4.55211 -0.09 -0.25 0.17
H 6.22118 4.93319 -4.35417 0.05 0.25 0.05
C 6.52657 -1.23479 -0.07634 -0.03 -1.39 -0.75
C 7.06735 -2.46884 -0.91308 -2.54 -0.69 -0.38
C 6.06979 -3.34975 -1.74653 -0.81 1.05 0.99
O 7.92646 -2.01089 -1.89055 1.89 1.25 -0.29
H 5.83259 -1.51112 0.71747 0.34 -0.58 0.23
H 5.89417 -0.55848 -0.65148 0.59 0.20 -0.50
H 7.40088 -0.75807 0.36685 -0.20 0.28 -0.13
H 7.49927 -3.21214 -0.24297 0.60 0.33 0.43
H 5.15109 -3.51721 -1.18434 0.04 -0.60 0.07
H 6.56408 -4.27034 -2.05685 -0.12 -0.15 0.28
H 5.74339 -2.84352 -2.65499 0.16 0.31 -0.02
H 8.04076 -2.68808 -2.56133 0.06 0.00 0.05
C 5.70094 5.40470 2.91169 -1.15 -0.51 1.07
C 6.24921 6.29755 4.04766 0.39 -2.21 -1.82
C 7.17942 5.50776 4.96417 -1.19 0.32 2.06
O 7.07350 7.21661 3.38853 0.16 1.55 -0.08
H 4.91585 4.74539 3.28188 0.16 -0.47 0.38
H 6.50065 4.76910 2.53145 -0.07 0.17 -0.45
H 5.11898 5.95467 2.17212 0.75 0.36 -0.31
H 5.36707 6.74281 4.50774 0.58 0.50 0.44
H 7.98074 4.90385 4.53842 -0.18 0.30 -0.53
H 6.62900 4.87482 5.66025 -0.28 -0.50 -0.26
H 7.58744 6.22055 5.68079 0.53 0.19 -0.26
H 7.63626 6.65252 2.85308 0.29 0.30 -0.23
C -3.00973 0.38059 -8.95262 -0.86 0.87 -0.10
C -4.08102 0.34819 -7.86337 -1.65 -0.84 0.17
C -5.23352 -0.64868 -8.06907 0.07 -0.23 -1.93
O -3.53546 0.03086 -6.61060 0.97 0.39 0.58
H -3.47000 0.59334 -9.91750 -0.11 -0.33 -0.13
H -2.42134 -0.53420 -9.02376 0.01 0.01 0.12
H -2.39296 1.26374 -8.78605 0.42 -0.28 0.23
H -4.59983 1.30176 -7.76514 0.50 0.40 -0.03
H -4.88658 -1.68009 -8.13169 0.21 -0.12 0.42
H -5.62574 -0.48956 -9.07352 -0.25 0.15 -0.25
H -6.10677 -0.59490 -7.41896 0.51 0.28 0.44
H -2.92540 -0.68095 -6.81738 0.23 -0.25 0.54
```
Forces are in eV/Å.

HOMO-LUMO gap ... 9.887 eV
Energy relative to the best compared isomer or geometry (same formula, charge and spin) ... 443.3 kJ/mol
HOMO ... -9.928 eV

Results of the Mulliken charge analysis, in e, for atoms 1 through 5: -0.615 0.307 0.312 -0.639 0.309


Here is C4H6S in the gas phase at a distorted geometry from the Open Molecules 2025 dataset. Energies are from ωB97M-V/def2-TZVPD.

Geometry as XYZ:
```
11
Properties=species:S:1:pos:R:3:forces:R:3
C -2.72735 -0.47508 -0.21587 -0.58 -0.02 0.94
C -1.33389 -0.39024 0.14974 2.23 -0.42 -0.08
C -0.11586 -0.51388 0.09069 -0.81 1.43 0.67
S 1.55175 -0.69930 0.37797 0.31 -0.37 -0.12
C 2.72339 0.73162 0.13344 0.22 -0.41 -0.98
H -3.41937 -0.76791 0.57844 0.48 -0.25 0.43
H -2.74630 -1.30136 -0.92373 -0.73 0.64 -0.78
H -3.11262 0.53172 -0.41936 0.12 -0.42 -1.08
H 2.96123 1.24376 1.04389 -0.22 0.05 0.70
H 2.61375 1.50225 -0.64237 -0.70 -0.57 0.04
H 3.60527 0.13842 -0.17282 -0.32 0.33 0.25
```
Forces are in eV/Å.

HOMO-LUMO gap ... 9.074 eV
Energy relative to the best compared isomer or geometry (same formula, charge and spin) ... 194.2 kJ/mol
HOMO ... -8.199 eV

Results of the Mulliken charge analysis, in e, for atoms 1 through 5: -1.028 0.398 -0.165 -0.136 -0.750


Here is a molecular structure, C27H20Co2FO6 at a distorted geometry from the Open Molecules 2025 dataset. Energies are from ωB97M-V/def2-TZVPD.

Geometry as XYZ:
```
56
Properties=species:S:1:pos:R:3:forces:R:3
O 4.12238 -4.97142 1.88953 -0.48 1.40 -0.17
C 3.58701 -3.95652 2.03739 0.58 -2.88 0.70
Co 2.82283 -2.41387 2.30808 -1.48 0.72 -0.04
C 4.26771 -1.54712 2.74906 0.91 1.28 1.19
O 5.19833 -0.94245 3.08226 -1.27 -1.03 -0.70
C 2.50797 -1.69409 0.72992 -0.51 2.07 -2.83
O 2.34582 -1.19594 -0.30497 0.33 -1.14 1.93
C 1.56792 -1.89286 3.77747 2.06 1.55 3.13
C 0.89138 -0.73348 3.43040 2.38 -1.04 -0.30
C 1.23189 0.62698 3.48123 0.15 1.67 -0.66
C 1.29573 1.34244 2.31526 -0.60 -0.96 0.95
C 2.06847 2.60415 2.19558 0.53 0.60 0.17
C 3.05691 2.79610 3.36172 -0.09 -0.19 -0.04
C 2.38495 2.53901 4.70790 -0.31 -0.02 0.01
C 1.80258 1.12191 4.78918 0.52 -0.05 0.17
Co 0.16919 -2.19868 2.72504 -2.01 -2.15 -2.00
C 0.39858 -3.92443 2.30553 0.13 -2.29 -0.47
O 0.38947 -5.06498 2.11321 0.10 2.05 0.32
C -0.64227 -1.56995 1.28233 -2.31 1.33 -3.77
O -1.23545 -1.20949 0.35646 1.69 -0.86 2.50
C -1.20705 -2.45885 3.80485 -1.76 -0.58 1.84
O -2.08079 -2.64740 4.53653 1.67 0.46 -1.51
H 1.77660 -2.23806 4.79530 0.05 0.13 -0.30
H 0.81161 0.93834 1.42165 0.16 0.10 0.19
H 2.63343 2.61394 1.25157 -0.30 -0.05 0.15
H 1.38098 3.46664 2.14967 0.05 -0.27 -0.09
H 3.88340 2.08256 3.23236 -0.08 0.12 0.05
H 3.48785 3.80428 3.34006 -0.09 -0.19 -0.07
H 3.10268 2.67581 5.52337 -0.14 0.05 -0.06
H 1.56617 3.25112 4.86119 0.15 0.11 -0.07
H 1.01581 1.06843 5.55375 0.14 0.06 -0.09
H 2.59350 0.43058 5.12490 -0.23 0.02 -0.19
F -5.80620 2.41446 -2.44545 0.35 0.03 0.34
C -4.90486 2.41228 -1.40408 0.23 -0.02 0.35
C -5.41260 2.30821 -0.10865 -0.20 0.01 -0.34
C -4.48589 2.29520 0.94570 0.47 0.03 -0.17
C -3.12795 2.37890 0.69860 -0.62 -0.05 0.02
C -2.60551 2.49685 -0.63066 0.56 0.05 0.11
C -1.19448 2.59708 -0.73165 -0.26 -0.04 -0.11
C -0.32664 2.72167 -1.84858 -0.08 0.01 0.19
C 1.06833 2.83415 -1.55547 0.11 0.03 -0.47
C 2.01832 2.96288 -2.55071 -0.37 -0.02 -0.05
C 1.62745 3.00158 -3.89936 -0.05 0.02 -0.29
C 0.26573 2.90169 -4.22627 0.34 -0.03 0.47
C -0.69806 2.75164 -3.22890 0.35 0.06 0.03
C -3.55098 2.51233 -1.70244 -0.45 -0.07 0.32
H -6.48311 2.23790 0.07319 0.23 0.02 -0.15
H -4.84086 2.21940 1.97432 0.03 0.00 -0.21
H -2.41205 2.35801 1.52485 -0.25 0.02 -0.20
H -0.68534 2.60264 0.23411 -0.05 0.00 -0.13
H 1.36919 2.82352 -0.50634 -0.06 -0.01 -0.28
H 3.07310 3.03667 -2.28388 -0.17 0.00 -0.08
H 2.37910 3.10780 -4.68347 -0.21 -0.02 0.18
H -0.03860 2.94010 -5.27637 0.06 -0.04 0.32
H -1.74248 2.65858 -3.50585 0.46 0.05 -0.09
H -3.23031 2.60627 -2.73301 -0.38 -0.05 0.33
```
Forces are in eV/Å.

HOMO-LUMO gap ... 3.272 eV
Energy relative to the best compared isomer or geometry (same formula, charge and spin) ... 0.0 kJ/mol
HOMO ... -2.227 eV
Net charge ... -1

Results of the Mulliken charge analysis, in e, for atoms 1 through 5: -0.414 0.317 0.161 0.114 -0.380